Density functional theory data (ωB97M-V with the def2-TZVPD basis set) for one molecule with the formula C7H13NO.

Geometry as ORCA input:
```
! wB97M-V def2-TZVPD RIJCOSX def2/J DEFGRID3
* xyz 0 1
H 2.718 0.910 -0.487
H -1.017 -2.452 -0.425
C -1.822 0.764 -0.185
C 1.537 -0.537 0.391
H -2.837 -0.772 0.920
C 0.114 -0.599 -0.249
H 2.134 1.401 1.262
H 1.503 -0.809 1.465
H 0.609 1.926 -1.280
H -2.426 1.360 0.480
H -0.762 -1.892 1.240
C 0.539 1.703 -0.165
O 2.340 -1.354 -0.396
N -0.451 0.718 0.188
H 0.243 -0.672 -1.305
H -2.919 -1.029 -0.738
H 0.263 2.604 0.402
C -2.197 -0.678 0.042
C -0.924 -1.598 0.185
H -1.901 1.055 -1.272
H 3.410 -1.066 -0.336
C 1.847 1.018 0.263
*
```

energy above the lowest of the compared OMol25 structures with the same formula, charge and spin	42.8	kcal per mole
LUMO	0.032	Ha
structure (SMILES)	O[C@H]1CCN2CCC[C@H]12
energy	-11005.8981	eV

Density functional theory data (ωB97M-V with the def2-TZVPD basis set) for C4H12O3Si2 as an isolated structure.

Geometry as ORCA input:
```
! wB97M-V def2-TZVPD RIJCOSX def2/J DEFGRID3
* xyz 0 1
O -0.434 0.385 -1.758
H 3.054 0.350 -1.382
H 0.428 -2.022 -1.446
C 2.297 -0.152 -0.767
C 1.999 0.783 0.381
O 1.350 1.788 0.284
C -1.846 0.789 0.741
O 2.601 0.477 1.571
C -1.592 -0.244 1.858
H 2.766 -1.076 -0.405
H -2.787 1.328 0.903
H -0.515 -0.394 1.993
H -2.134 -1.374 -0.966
H -1.054 1.546 0.735
H -2.972 0.715 -1.771
Si 0.830 -0.658 -1.852
Si -1.884 0.087 -0.993
H 2.637 -0.481 1.694
H 1.300 -0.723 -3.250
H -2.008 0.093 2.812
H -2.037 -1.217 1.618
*
```

energy above the lowest of the compared OMol25 structures with the same formula, charge and spin	0.0	kcal per mole
LUMO	0.015	Ha
energy	-26242.6377	eV

Density functional theory data (ωB97M-V with the def2-TZVPD basis set) for C26H25N6PPtS as an isolated structure.

Geometry as ORCA input:
```
! wB97M-V def2-TZVPD RIJCOSX def2/J DEFGRID3
* xyz 2 1
H 2.973 5.025 0.637
C 2.676 2.104 0.885
C 0.769 -3.591 4.224
H 1.389 -0.625 -1.592
C -0.987 1.350 -2.672
H -0.669 1.366 -4.783
C 4.271 0.653 1.314
C -0.339 -3.506 -1.140
N 0.528 3.023 0.555
C 1.533 -2.361 -2.847
C -0.082 4.242 0.391
C 1.423 -3.812 3.021
C 1.076 -3.081 1.893
C 0.057 -2.134 1.969
H 4.611 2.746 1.414
H -1.146 4.347 0.270
H -4.540 2.711 -3.535
H -2.701 -1.231 -0.513
H -2.915 2.210 -5.327
H -2.515 -2.586 0.628
P -0.528 -1.265 0.503
H -0.176 -5.246 -2.373
H -2.823 -0.953 1.237
H 5.252 0.303 1.581
C 0.161 -4.232 -2.207
N 2.075 4.570 0.597
N 2.140 0.900 0.743
C 0.872 5.212 0.416
C 1.821 3.254 0.680
C 0.097 -2.198 -0.915
H -3.618 2.127 2.257
H -1.351 -1.138 3.268
H -1.968 1.597 2.263
S -4.109 2.363 -0.530
H 0.798 6.282 0.337
C -2.642 2.046 -4.295
H 2.955 -1.076 0.948
C -3.559 2.323 -3.297
C -2.775 1.812 0.413
C -3.175 2.095 -1.984
N 3.965 1.994 1.234
C 1.094 -3.658 -3.062
C -1.911 1.606 -1.666
N -2.820 1.777 1.755
C -2.318 -1.528 0.464
H 2.197 -4.565 2.954
H -0.724 -2.443 5.255
H 1.031 -4.176 5.095
C 1.039 -1.635 -1.772
H 2.257 -1.916 -3.516
H -1.065 -3.966 -0.480
C -0.575 -1.892 3.191
N -1.721 1.436 -0.278
H 1.584 -3.266 0.955
Pt 0.084 0.909 0.417
C -1.369 1.567 -3.984
H 0.006 1.003 -2.423
H 1.480 -4.228 -3.897
C 3.130 -0.016 1.007
C -0.223 -2.623 4.313
*
```

energy above the lowest of the compared OMol25 structures with the same formula, charge and spin	0.0	kcal per mole
LUMO	-0.212	Ha
energy	-59669.6754	eV

Density functional theory data (ωB97M-V with the def2-TZVPD basis set) for an isolated ion of composition C26H24N3S and charge +1.

Geometry as ORCA input:
```
! wB97M-V def2-TZVPD RIJCOSX def2/J DEFGRID3
* xyz 1 1
C 0.913 1.823 1.597
C 2.399 0.266 -0.857
C -5.411 -3.254 0.326
C -1.212 3.695 1.601
C -0.688 3.216 0.413
H -0.331 1.707 -3.698
H -2.015 1.603 -3.109
C -3.217 -2.302 0.192
H 4.699 -2.188 -0.701
C 3.047 -0.909 -1.202
H 1.095 -2.489 0.815
H -5.524 0.149 0.114
H -7.039 -1.842 0.296
H -0.826 -3.807 1.074
H 1.673 1.026 1.585
H 6.437 -1.595 0.679
C 0.509 -2.442 -0.124
H 0.646 -0.161 -2.114
C 3.160 1.344 -0.402
C -5.122 -0.851 0.159
H 6.033 -0.377 1.916
H 2.832 2.396 -0.443
C 0.327 2.215 0.397
C -0.644 2.324 -1.669
C 4.286 -1.187 -0.638
H -3.596 -4.440 0.369
H 4.998 1.871 0.645
C 4.431 1.091 0.134
H -6.075 -4.116 0.403
H -0.968 -3.981 -0.700
C 4.951 -0.200 0.078
H 1.110 -2.880 -0.930
C 0.864 0.232 -1.112
C 0.243 1.568 -0.885
H -2.108 3.733 -1.106
H -0.898 3.760 3.740
H 1.026 2.193 3.711
C -0.799 -3.275 0.113
C 0.520 2.436 2.786
C -1.090 2.200 -3.074
H 2.598 -1.613 -1.908
N 0.052 -1.055 -0.381
C 6.191 -0.538 0.840
C -0.560 3.338 2.792
N -1.805 -2.228 0.103
C -1.280 -1.020 -0.165
C -3.743 -1.012 0.112
H -2.116 4.323 1.578
N -1.260 3.222 -0.853
S -2.464 0.202 -0.050
C -4.024 -3.444 0.301
C -5.957 -1.976 0.262
H 7.049 0.076 0.531
H -1.316 3.172 -3.542
*
```

energy above the lowest of the compared OMol25 structures with the same formula, charge and spin	9.1	kcal per mole
LUMO	-0.086	Ha
energy	-42651.0253	eV

Density functional theory data (ωB97M-V with the def2-TZVPD basis set) for one molecule with the formula H6OSi2.

Geometry as ORCA input:
```
! wB97M-V def2-TZVPD RIJCOSX def2/J DEFGRID3
* xyz 0 1
H 1.180 0.107 1.537
Si 1.419 -0.144 0.103
H -0.825 -0.874 -1.663
H 2.240 0.853 -0.495
O -2.048 -0.007 0.824
H 1.783 -1.528 0.137
H -1.499 1.477 -1.292
H -1.516 -0.068 1.612
Si -0.733 0.184 -0.764
*
```

energy above the lowest of the compared OMol25 structures with the same formula, charge and spin	63.2	kcal per mole
LUMO	0.010	Ha
structure (SMILES)	O[SiH2][SiH3]
energy	-17898.1504	eV

Density functional theory data (ωB97M-V with the def2-TZVPD basis set) for a 2-piece molecular cluster, CH3NP2 overall.

Geometry as ORCA input:
```
! wB97M-V def2-TZVPD RIJCOSX def2/J DEFGRID3
* xyz 0 1
H -1.278 -0.614 -0.795
H 0.822 -1.320 -0.902
H 0.385 1.581 1.208
P 0.750 1.235 -0.049
N 3.868 -0.697 0.060
P -0.135 -0.730 0.147
C 2.968 0.015 0.049
*
```

energy above the lowest of the compared OMol25 structures with the same formula, charge and spin	53.9	kcal per mole
LUMO	-0.081	Ha
energy	-21149.3750	eV

Density functional theory data (ωB97M-V with the def2-TZVPD basis set) for a 11-piece molecular cluster, C46H66O11S3 overall.

Geometry as ORCA input:
```
! wB97M-V def2-TZVPD RIJCOSX def2/J DEFGRID3
* xyz 0 1
C -0.807 0.212 -0.305
H -5.866 -1.101 -3.230
H -0.361 -3.965 6.772
H -3.107 1.707 -0.806
C 1.307 1.032 1.243
H 5.200 4.533 -0.973
C -0.167 1.395 -0.626
H -1.628 -0.084 -0.949
C 3.743 -3.669 2.185
C -3.685 -1.070 4.929
C -1.524 1.503 -4.529
H 5.554 3.006 -0.008
H 2.326 -5.894 0.614
H -3.457 -1.760 5.732
H -1.891 3.649 -4.409
H -0.725 -2.336 8.592
H -1.356 -7.080 -2.161
C 0.768 -0.239 1.457
O -1.045 -3.236 -1.080
C 3.480 4.573 1.220
C -3.420 2.547 -1.419
H 3.282 3.504 1.225
O 4.175 -2.552 2.329
C 6.445 -0.515 1.113
O -5.425 0.521 -0.891
C -0.941 3.141 -6.210
C 1.478 3.654 -3.606
C -0.262 0.836 -6.479
H -5.692 1.574 4.302
H -0.983 4.160 -6.568
H -3.193 -4.928 -1.095
C -6.402 -1.412 -2.334
C -3.456 -0.335 2.625
H 1.423 2.738 -0.023
H -3.164 -1.655 -0.698
C -0.283 -2.907 6.545
H -0.955 -1.513 0.883
H -0.471 0.061 8.152
H 1.659 -6.098 2.260
H 3.092 5.092 2.098
C 4.442 0.112 -0.023
C -4.650 -0.106 5.136
C 5.563 -0.186 -0.996
O -1.154 -4.336 -2.993
H -1.218 -5.937 -4.275
C -3.091 -1.177 3.673
C 3.811 -5.964 2.271
H 7.326 -0.120 1.617
C 0.017 -0.184 6.099
C 0.085 -1.078 5.043
H 5.200 1.249 1.687
H 6.367 -1.558 1.429
H -3.084 -6.902 -2.534
C -4.930 0.819 4.148
H 4.858 5.021 -4.056
C 5.744 4.066 -0.157
H 6.806 4.272 -0.270
H -4.076 -2.694 -1.794
C -0.336 2.136 -6.972
H 2.994 5.022 0.348
H -2.757 -5.104 -4.008
O -1.651 5.475 -1.453
C 2.423 -5.612 1.658
H -4.220 5.560 -0.708
H 3.974 1.073 -0.252
C -0.326 -0.672 7.362
H 3.672 -6.456 3.231
C 0.006 -2.442 5.282
C -1.852 -5.476 -3.524
H -3.495 4.840 0.733
O -2.276 3.379 -1.695
H -3.523 -1.102 -2.381
C -0.498 -2.024 7.581
H 0.133 2.413 -7.911
C -0.392 -0.597 0.747
H 0.823 3.199 -2.875
O 6.709 -0.427 -0.290
H 3.631 -0.614 -0.066
H 0.093 -0.689 4.030
O 5.542 -0.255 -2.164
C -2.154 -6.365 -2.359
H -2.158 1.206 -3.702
H -2.343 -1.941 3.479
C 0.872 1.826 0.184
H -3.858 2.224 -2.357
S 2.999 4.163 -2.825
H 1.767 2.863 -4.314
H 4.545 -0.243 2.121
H -7.341 -0.881 -2.230
H -4.573 2.889 0.374
H -1.889 -5.786 -0.250
H 1.057 4.419 -4.255
C 2.304 -4.109 1.859
H -3.052 -0.498 1.636
H -4.744 1.249 2.036
S -5.420 -0.952 -0.913
H -0.518 1.917 -1.501
C -4.365 0.673 2.877
H 3.860 3.890 -5.046
H 1.200 -0.892 2.207
O 5.366 6.374 1.014
C -2.198 -5.388 -1.201
H -5.185 -0.063 6.079
S 5.217 4.940 1.320
C 5.157 0.212 1.339
H -6.565 -2.487 -2.318
H -0.877 -0.522 -4.982
C -3.883 -1.659 -1.514
O 4.508 -4.733 2.489
C -3.669 4.702 -0.329
C -1.391 -4.202 -1.684
H -5.371 3.509 -1.100
C -1.487 2.819 -4.983
O 3.602 2.902 -2.338
H 1.814 -3.850 2.801
C 3.853 4.663 -4.278
C -0.890 0.519 -5.287
H 1.944 -3.559 1.002
H 0.273 -3.142 4.496
H 3.358 5.562 -4.671
H 2.135 1.384 1.851
C -4.430 3.385 -0.578
C -2.402 4.594 -1.148
H 4.468 -6.534 1.622
H 0.143 0.035 -7.085
H -0.033 0.879 5.905
*
```

LUMO	-0.004	Ha
energy	-103798.2503	eV

Density functional theory data (ωB97M-V with the def2-TZVPD basis set) for an isolated ion of composition C5H11N and charge -1.

Geometry as ORCA input:
```
! wB97M-V def2-TZVPD RIJCOSX def2/J DEFGRID3
* xyz -1 2
C 1.006 -1.133 -1.291
H -1.993 0.612 1.076
C -1.375 -0.114 -1.355
C -0.043 -0.253 -0.602
N 1.438 0.626 1.004
H 1.653 -1.360 -0.450
C 0.077 0.286 0.626
H 2.121 -0.115 0.948
H -1.165 -0.269 -2.418
H -0.879 1.639 2.035
H 0.476 -2.085 -1.486
H 1.414 -0.712 -2.201
H -2.198 -0.702 -0.937
H -1.607 0.979 -1.229
H 1.599 1.277 1.754
H -0.991 -0.105 2.366
C -1.028 0.656 1.573
*
```

energy above the lowest of the compared OMol25 structures with the same formula, charge and spin	22.9	kcal per mole
LUMO (spin up / spin down)	0.157 / 0.159	Ha
expectation value of S²	0.7502
energy	-6850.8238	eV

Density functional theory data (ωB97M-V with the def2-TZVPD basis set) for one molecule with the formula C5H8O2.

Geometry as ORCA input:
```
! wB97M-V def2-TZVPD RIJCOSX def2/J DEFGRID3
* xyz 0 1
C -0.663 0.979 1.454
H 0.266 -1.462 -1.560
H -0.685 -1.135 0.970
H 0.688 2.387 0.330
O -1.153 1.486 2.427
O 1.776 -1.214 -0.239
C 0.865 -0.638 -1.157
C -0.068 0.378 -0.501
H -2.108 -0.284 0.294
C 0.533 1.332 0.571
H 1.399 -0.188 -2.006
H 2.504 -0.593 -0.123
C -1.051 -0.188 0.556
H -0.597 0.943 -1.277
H 1.446 0.918 1.017
*
```

energy above the lowest of the compared OMol25 structures with the same formula, charge and spin	27.5	kcal per mole
LUMO	0.026	Ha
structure (SMILES)	O=C1CC(CO)C1
energy	-9408.6378	eV

Density functional theory data (ωB97M-V with the def2-TZVPD basis set) for C38H28BrCl5N11O2Zr as an isolated structure.

Geometry as ORCA input:
```
! wB97M-V def2-TZVPD RIJCOSX def2/J DEFGRID3
* xyz -1 1
Cl 2.474 -7.017 -1.520
H 1.253 -0.607 -4.888
C -1.533 2.132 -0.427
N -3.557 -2.497 -1.013
C -1.259 3.470 1.597
H -1.811 -4.644 1.637
N 1.637 -2.472 1.872
C 3.566 -1.333 2.750
N -1.544 -2.048 -0.366
C 1.759 -4.384 -1.320
H 0.501 4.058 -3.471
H 3.869 2.456 4.030
C 2.404 0.811 1.420
N 2.113 -0.406 0.901
C -0.125 -3.489 1.650
C 1.605 -5.600 -1.995
N 0.498 -4.005 2.723
C -1.270 0.917 -1.166
C -2.000 -3.165 0.231
H -2.258 5.387 1.640
C 1.269 2.481 -1.475
C 0.978 2.067 -2.824
H 0.685 1.115 -6.562
H 4.027 -2.217 3.170
H -1.449 1.002 4.606
O 1.372 -0.246 -2.327
H -0.839 3.601 2.587
C 2.730 -1.548 1.524
C -2.331 3.186 -0.961
H -3.267 1.207 2.028
Cl 2.944 -4.423 -0.040
C 3.326 2.318 3.101
C 2.212 3.232 1.195
N -2.593 -1.671 -1.148
Cl -1.009 -4.581 -4.813
N 1.482 1.624 -0.552
Cl -0.639 -1.978 -3.240
H 1.869 4.096 0.639
C -1.024 2.329 0.883
H -0.110 1.674 3.655
O -1.086 -0.509 2.311
N 1.621 -3.336 2.833
C 2.846 3.422 2.411
C -2.573 4.355 -0.198
C 3.133 1.032 2.620
N 0.575 -2.513 1.090
H 2.998 4.419 2.803
H -3.169 0.036 0.713
C -0.285 -0.463 3.487
Br 0.055 4.001 -6.389
H -2.707 -1.776 2.407
C 0.739 -5.682 -3.076
C 0.517 2.677 -5.100
H 0.746 -0.544 3.150
H -3.194 5.131 -0.632
C 3.712 -0.122 3.274
Zr 0.289 -0.760 -0.712
C 0.655 3.031 -3.781
C 0.749 1.372 -5.514
C -2.051 4.499 1.054
C 0.241 -3.372 -2.720
C -2.476 -0.723 2.598
H 3.315 -2.087 0.776
H -1.832 -0.020 -3.013
H -0.514 -1.330 4.120
H 1.382 3.557 -1.316
H 0.226 0.793 5.149
H 4.312 0.028 4.165
N -3.225 -3.465 -0.140
H -4.427 -0.137 1.944
H -3.151 1.749 -3.909
C 0.052 -4.538 -3.453
C -1.910 0.858 -2.391
H -3.491 3.856 -2.658
C 1.133 0.706 -3.202
C -0.424 0.833 4.273
Cl 0.532 -7.156 -3.943
H -2.657 -0.540 3.661
N -1.317 -3.906 1.168
C -2.898 3.047 -2.247
C 2.004 1.955 0.688
C 1.064 0.411 -4.575
H -0.450 1.528 1.320
C -3.391 0.156 1.770
C -2.701 1.888 -2.933
C 1.079 -3.195 -1.614
*
```

energy above the lowest of the compared OMol25 structures with the same formula, charge and spin	23.9	kcal per mole
LUMO	0.068	Ha
energy	-194284.4367	eV

Density functional theory data (ωB97M-V with the def2-TZVPD basis set) for one molecule with the formula C6H9N.

Geometry as ORCA input:
```
! wB97M-V def2-TZVPD RIJCOSX def2/J DEFGRID3
* xyz 0 1
H -1.845 -1.656 -0.304
H -1.379 -1.713 1.396
C -0.986 -1.751 0.372
H -1.540 1.918 0.908
C -1.323 1.521 -0.091
N 1.127 1.194 -0.311
C 2.100 0.230 -0.245
C 1.477 -0.966 0.009
H -2.226 0.982 -0.401
H -1.166 2.384 -0.746
H 3.142 0.465 -0.410
C -0.111 0.638 -0.102
C 0.072 -0.714 0.102
H 1.953 -1.939 0.113
H -0.575 -2.756 0.231
H 1.282 2.164 -0.520
*
```

energy above the lowest of the compared OMol25 structures with the same formula, charge and spin	2.2	kcal per mole
LUMO	0.039	Ha
structure (SMILES)	Cc1cc[nH]c1C
energy	-7858.0651	eV

Density functional theory data (ωB97M-V with the def2-TZVPD basis set) for a 7-piece molecular cluster, C6H26O7 overall.

Geometry as ORCA input:
```
! wB97M-V def2-TZVPD RIJCOSX def2/J DEFGRID3
* xyz 0 1
H -5.973 2.333 3.461
H -5.752 9.739 5.646
H -5.070 7.637 6.517
H -5.804 4.453 2.240
C -2.986 7.928 2.559
H -1.478 1.942 6.579
H -1.828 2.833 8.679
H -7.885 9.504 5.214
H -3.268 4.384 4.594
O -1.366 2.896 6.637
C -1.149 3.298 7.970
C -7.362 8.630 5.609
H -4.909 10.356 10.058
H -6.206 5.178 3.763
H -7.695 8.510 6.647
O -4.625 6.999 7.115
O -5.852 3.150 3.948
H -3.927 5.055 6.801
H -1.292 4.386 8.017
C -6.285 4.244 3.209
H -2.926 6.948 2.089
H -4.337 6.039 5.347
O -3.835 8.867 9.072
H -1.986 8.362 2.633
H -4.159 8.478 1.078
H -5.620 5.355 6.435
O -3.583 8.935 1.697
O -5.950 8.803 5.566
H -5.436 9.989 8.358
H -7.323 4.194 2.839
H -3.966 8.250 8.333
H -0.093 3.315 8.269
H -7.638 7.747 5.035
C -4.614 5.785 6.375
H -2.150 3.486 5.148
C -5.009 9.597 9.287
O -2.458 3.939 4.332
H -5.815 8.956 9.679
H -3.509 7.962 3.515
*
```

energy above the lowest of the compared OMol25 structures with the same formula, charge and spin	99.9	kcal per mole
LUMO	0.018	Ha
structure (SMILES)	CO.CO.CO.CO.CO.CO.O
energy	-20972.9850	eV

> Among the records above, which one has the highest energy?

C5H11N